Density functional theory data (wB97M-V/def2-TZVPD) for 8 unconnected molecules or ions with the total composition C31H83N7O13.

* energy relative to the best compared isomer or geometry (same formula, charge and spin): 197.8 kJ/mol
* frontier orbital gap: 8.38 eV
* total energy: -2592.04387 hartree
* SMILES string: COCCNCCOC.COCCNCCOC.COCCNCCOC.COCCNCCOC.COCCNCCOC.NC(N)=O.O.O
* lowest unoccupied orbital energy: 0.0054 hartree

Geometry as XYZ:
```
134
C31H83N7O13 (wB97M-V/def2-TZVPD)
C -15.089 -4.814 12.395
O -14.145 -5.783 12.808
C -12.798 -5.475 12.625
C -11.961 -6.567 13.287
N -12.337 -7.875 12.724
C -11.695 -8.960 13.441
C -12.404 -10.275 13.204
O -13.801 -10.175 13.370
C -14.615 -10.760 12.383
H -15.119 -4.021 13.151
H -16.054 -5.312 12.425
H -14.849 -4.389 11.420
H -12.498 -4.551 13.136
H -12.582 -5.469 11.550
H -12.209 -6.510 14.359
H -10.876 -6.456 13.266
H -13.346 -7.905 12.838
H -11.699 -8.776 14.527
H -10.678 -9.007 13.044
H -12.095 -11.093 13.859
H -12.005 -10.579 12.230
H -14.453 -11.850 12.381
H -14.317 -10.454 11.376
H -15.680 -10.667 12.580
C -5.176 -16.866 12.618
O -5.197 -15.476 12.742
C -6.521 -14.908 12.835
C -6.501 -13.425 13.094
N -5.398 -12.785 12.412
C -5.126 -11.365 12.668
C -3.843 -10.911 12.008
O -2.636 -11.330 12.629
C -2.290 -12.698 12.547
H -5.888 -17.424 13.238
H -4.231 -17.279 12.985
H -5.276 -17.204 11.582
H -7.101 -15.460 13.579
H -6.976 -15.167 11.873
H -6.490 -13.108 14.146
H -7.442 -13.087 12.642
H -4.551 -13.324 12.496
H -5.172 -11.163 13.746
H -5.996 -10.864 12.230
H -3.800 -9.833 12.180
H -3.810 -11.096 10.932
H -2.619 -13.236 13.440
H -1.212 -12.790 12.408
H -2.760 -13.103 11.640
C -7.215 -13.255 5.997
O -6.351 -12.429 6.739
C -6.630 -12.469 8.127
C -6.692 -13.845 8.766
N -5.554 -14.751 8.447
C -4.521 -14.554 9.440
C -3.421 -15.628 9.464
O -3.837 -16.919 9.058
C -2.761 -17.857 8.970
H -7.089 -12.922 4.970
H -8.266 -13.115 6.304
H -7.097 -14.329 6.170
H -7.579 -11.943 8.311
H -5.937 -11.818 8.664
H -7.498 -14.452 8.343
H -6.855 -13.761 9.845
H -5.938 -15.685 8.449
H -4.855 -14.506 10.481
H -3.987 -13.637 9.181
H -2.849 -15.612 10.399
H -2.675 -15.337 8.710
H -3.038 -18.690 8.333
H -2.677 -18.187 10.012
H -1.805 -17.422 8.676
C -16.025 -15.653 10.746
O -16.237 -14.317 10.295
C -15.580 -14.135 9.050
C -14.107 -13.685 9.164
N -13.613 -13.293 7.818
C -12.157 -13.136 7.758
C -11.609 -12.205 8.831
O -11.375 -12.962 10.022
C -10.439 -12.434 10.953
H -16.550 -15.690 11.702
H -14.991 -15.941 10.949
H -16.470 -16.379 10.063
H -15.980 -13.245 8.549
H -15.866 -14.964 8.396
H -13.453 -14.532 9.410
H -14.033 -12.800 9.785
H -13.776 -14.070 7.183
H -11.929 -12.855 6.731
H -11.732 -14.140 7.922
H -12.341 -11.439 9.107
H -10.683 -11.699 8.542
H -10.472 -13.019 11.864
H -10.620 -11.362 11.055
H -9.454 -12.437 10.466
C -17.977 -16.378 16.656
O -18.638 -15.444 15.854
C -17.750 -14.559 15.192
C -18.429 -13.924 13.996
N -19.336 -12.844 14.375
C -19.437 -11.808 13.368
C -20.558 -10.827 13.687
O -20.541 -10.452 15.075
C -19.506 -9.539 15.390
H -17.166 -16.876 16.111
H -18.658 -17.081 17.132
H -17.489 -15.848 17.493
H -16.840 -15.054 14.839
H -17.491 -13.795 15.934
H -18.983 -14.697 13.457
H -17.697 -13.534 13.278
H -19.170 -12.376 15.255
H -19.864 -12.175 12.431
H -18.513 -11.235 13.227
H -21.534 -11.259 13.478
H -20.387 -9.909 13.114
H -19.502 -8.684 14.704
H -18.542 -10.030 15.213
H -19.574 -9.199 16.417
N -10.128 -15.483 9.656
C -9.802 -16.377 10.647
N -10.771 -16.432 11.630
O -8.895 -17.190 10.555
H -10.857 -14.798 9.805
H -9.611 -15.520 8.798
H -10.745 -17.256 12.205
H -11.645 -15.974 11.462
O -18.704 -13.205 10.530
H -17.827 -13.532 10.238
H -19.339 -13.648 9.958
O -12.486 -13.482 4.552
H -11.873 -14.225 4.516
H -12.306 -12.983 3.747
```


Density functional theory data (wB97M-V/def2-TZVPD) for 11 unconnected molecules or ions with the total composition C31H84BrF9N7O16S3.

* frontier orbital gap: 6.27 eV
* charge: +3
* total energy: -7485.03950 hartree
* lowest unoccupied orbital energy: -0.2610 hartree

Geometry as XYZ:
```
151
C31H84BrF9N7O16S3 (wB97M-V/def2-TZVPD)
C 0.531 0.192 -3.341
C 0.670 -0.276 -4.858
C -0.004 0.574 -5.937
O 0.292 0.188 -7.235
C -0.126 1.077 -8.239
N 2.161 -0.318 -5.136
H 2.715 -0.749 -4.409
H 2.438 -0.813 -5.972
H 2.514 0.614 -5.298
H 0.882 1.198 -3.108
H 1.061 -0.489 -2.675
H -0.479 0.240 -2.935
H 0.349 -1.314 -4.956
H 0.201 1.628 -5.749
H -1.033 0.307 -5.696
H -1.204 1.203 -8.138
H 0.096 0.662 -9.222
H 0.353 2.056 -8.208
C 5.288 -4.657 -0.480
C 4.614 -5.353 -1.702
C 3.025 -5.286 -1.558
O 2.489 -6.235 -2.390
C 1.040 -6.082 -2.637
N 5.123 -4.639 -2.944
H 6.123 -4.739 -2.851
H 4.698 -4.989 -3.791
H 4.940 -3.654 -2.813
H 4.862 -4.929 0.486
H 5.179 -3.578 -0.372
H 6.345 -4.911 -0.398
H 4.955 -6.388 -1.730
H 2.738 -4.312 -1.954
H 2.683 -5.348 -0.525
H 0.682 -5.087 -2.903
H 0.514 -6.296 -1.707
H 0.683 -6.762 -3.411
C -4.856 -0.680 0.985
C -3.526 -1.371 0.685
C -3.467 -2.061 -0.681
O -3.410 -1.231 -1.823
C -2.856 -1.751 -3.042
N -2.248 -0.502 0.812
H -2.346 0.267 0.164
H -2.039 -0.264 1.771
H -1.491 -1.105 0.525
H -4.750 -0.235 1.975
H -5.699 -1.370 1.028
H -5.151 0.037 0.218
H -3.290 -2.157 1.401
H -4.375 -2.663 -0.731
H -2.703 -2.816 -0.866
H -1.798 -2.008 -2.979
H -2.902 -0.925 -3.752
H -3.374 -2.646 -3.387
C -1.386 -0.442 8.415
C -0.265 -1.242 7.774
C -0.651 -2.440 6.850
O 0.431 -3.181 6.398
C 0.097 -4.276 5.552
N 0.987 -0.437 7.189
H 0.538 0.083 6.449
H 1.430 0.182 7.853
H 1.680 -1.045 6.776
H -2.004 0.171 7.758
H -0.999 0.303 9.111
H -2.096 -1.101 8.915
H 0.237 -1.673 8.640
H -1.153 -2.030 5.974
H -1.308 -3.013 7.504
H -0.371 -4.987 6.232
H 0.950 -4.590 4.950
H -0.702 -4.084 4.836
C -5.429 3.780 1.739
C -5.193 5.294 1.398
C -6.247 6.198 2.009
O -7.594 5.792 1.646
C -8.645 6.634 2.194
N -3.818 5.567 2.072
H -3.537 6.520 2.254
H -3.952 5.272 3.028
H -3.111 5.010 1.614
H -6.287 3.427 1.168
H -5.634 3.461 2.761
H -4.595 3.185 1.367
H -5.149 5.413 0.316
H -6.038 7.186 1.599
H -6.191 6.422 3.074
H -8.795 7.580 1.674
H -8.577 6.642 3.281
H -9.554 6.050 2.050
C 2.139 0.251 2.736
C 3.111 -0.918 2.580
C 2.523 -2.328 3.107
O 3.469 -3.377 2.657
C 2.884 -4.617 2.535
N 3.404 -1.094 1.084
H 2.647 -1.369 0.473
H 3.991 -0.457 0.565
H 3.912 -1.967 1.081
H 2.053 0.629 3.755
H 1.124 -0.004 2.430
H 2.460 1.116 2.157
H 4.115 -0.810 2.991
H 1.554 -2.571 2.669
H 2.326 -2.190 4.170
H 2.237 -4.837 3.384
H 3.740 -5.291 2.515
H 2.284 -4.794 1.642
C 1.773 2.874 -0.794
C 2.220 4.313 -1.203
C 3.782 4.444 -1.411
O 4.051 5.815 -1.368
C 5.392 6.093 -1.449
N 1.560 4.609 -2.524
H 1.954 4.201 -3.360
H 0.605 4.302 -2.407
H 1.612 5.611 -2.643
H 0.704 2.671 -0.856
H 2.171 2.768 0.215
H 2.264 2.111 -1.398
H 1.930 5.083 -0.488
H 4.285 4.070 -2.303
H 4.173 3.778 -0.642
H 5.709 5.982 -2.485
H 6.000 5.592 -0.696
H 5.639 7.134 -1.243
C -3.560 3.070 -2.370
F -4.248 1.961 -1.983
F -3.090 2.822 -3.570
F -4.310 4.183 -2.441
S -2.047 3.298 -1.159
O -1.077 4.045 -1.991
O -2.466 4.057 0.005
O -1.594 1.969 -0.816
C -1.213 2.686 3.647
F -0.088 2.450 2.953
F -1.061 3.753 4.356
F -2.335 3.026 2.897
S -1.687 1.055 4.569
O -0.546 0.735 5.425
O -2.910 1.329 5.340
O -1.837 0.091 3.515
C 2.032 -4.723 -6.903
F 1.884 -4.161 -8.064
F 1.613 -3.872 -6.012
F 1.272 -5.832 -6.791
S 3.915 -5.201 -6.504
O 4.625 -3.949 -6.193
O 3.964 -6.059 -5.317
O 4.426 -5.778 -7.747
Br 0.357 -2.670 -0.254
```